Entry 1:
Here is C5H8O as an isolated structure from the Open Molecules 2025 dataset. Energies are from ωB97M-V with the def2-TZVPD basis set.

Calculated values
**HOMO level**: -8.73 eV
**Total charge**: 0
**Energy above the lowest of the compared OMol25 structures with the same formula, charge and spin**: 4.8248 eV
**LUMO energy**: 0.94 eV
**HOMO-LUMO gap**: 9.666 eV

Each line ends with the natural charge from an NBO analysis.
Geometry (Å):
O -1.736 0.984 -0.679  -0.80
C -1.410 -0.263 -0.319  0.23
C 0.182 -0.534 -0.816  -0.46
C 1.189 0.486 -0.223  -0.38
C 0.467 0.505 1.139  -0.42
C -0.427 -0.636 0.671  -0.21
H -0.691 0.436 -1.303  0.51
H -2.018 -1.107 -0.681  0.18
H 0.463 -1.411 -1.393  0.23
H 1.280 1.437 -0.756  0.21
H 2.180 0.031 -0.143  0.22
H 1.104 0.257 1.990  0.22
H -0.098 1.417 1.344  0.24
H -0.484 -1.601 1.168  0.23



Entry 2:
Here is C17H26FN4Pd as an isolated structure from the Open Molecules 2025 dataset. Energies are from ωB97M-V with the def2-TZVPD basis set.

Calculated values
**HOMO level (alpha / beta)**: -10.12 / -10.95 eV
**Total charge**: +1
**Multiplicity**: 3
**LUMO energy (alpha / beta)**: -2.59 / -4.04 eV
**HOMO-LUMO gap (alpha / beta)**: 7.529 / 6.908 eV

Each line ends with the natural charge from an NBO analysis.
Geometry (Å):
Pd -0.669 -0.935 0.390  0.69
N -1.372 0.428 2.268  -0.85
C -2.694 1.076 2.237  -0.24
C -3.230 1.252 0.812  -0.23
N -3.012 0.099 -0.058  -0.66
C -3.939 -1.018 0.106  -0.23
C -3.571 -1.952 1.250  -0.23
N -2.221 -2.523 1.073  -0.84
H -1.237 -0.073 3.137  0.39
H -0.626 1.111 2.222  0.38
H -2.670 2.061 2.707  0.20
H -3.386 0.481 2.828  0.19
H -2.724 2.099 0.347  0.20
H -4.293 1.513 0.888  0.19
H -3.043 0.413 -1.017  0.38
H -3.920 -1.596 -0.822  0.20
H -4.972 -0.680 0.255  0.19
H -4.335 -2.728 1.314  0.20
H -3.582 -1.421 2.198  0.19
H -2.250 -3.285 0.404  0.38
H -1.890 -2.924 1.942  0.39
F 1.947 1.718 -3.967  -0.32
C 1.596 0.719 -3.140  0.39
C 2.474 0.190 -2.306  -0.28
C 2.086 -0.900 -1.352  -0.26
C 0.667 -1.425 -1.561  0.00
C 0.221 -2.539 -0.912  -0.48
C -0.195 -0.775 -2.554  -0.19
C 0.225 0.253 -3.289  -0.25
H 3.495 0.549 -2.304  0.24
H 2.788 -1.733 -1.443  0.24
H 0.895 -3.146 -0.322  0.22
H -0.677 -3.027 -1.270  0.22
H -1.195 -1.171 -2.684  0.22
H -0.407 0.729 -4.027  0.24
C 5.099 2.212 0.557  -0.64
C 3.747 1.558 0.453  -0.02
C 2.573 2.339 0.415  -0.20
C 1.304 1.712 0.448  0.08
N 1.120 0.429 0.427  -0.46
C 2.263 -0.412 0.151  -0.10
C 3.597 0.208 0.368  -0.13
H 5.056 3.122 1.154  0.23
H 5.463 2.487 -0.436  0.24
H 5.827 1.537 1.004  0.23
H 2.630 3.419 0.433  0.23
H 0.413 2.329 0.536  0.19
H 2.162 -1.328 0.738  0.23
H 4.461 -0.449 0.399  0.22